w) The following is a DFT calculation (ωB97M-V/def2-TZVPD) of a structure of composition C9H11N2.

Calculated values
charge = +1
frontier orbital gap = 9.64 eV

Each line ends with the Mulliken charge.
Geometry (Å):
C (-1.72, 0.14, -1.74)  -1.143
H (-3.44, -1.01, 0.80)  0.245
C (2.12, -0.43, 1.05)  -0.870
H (-1.69, 1.38, 0.09)  0.489
C (-1.17, 0.54, -0.39)  0.123
C (1.19, 1.38, -0.89)  -0.629
N (-2.60, -1.37, 1.22)  -0.329
H (-2.71, -2.10, 1.92)  0.240
H (3.25, 1.91, -1.12)  0.407
H (4.05, 0.38, 0.63)  0.407
C (-1.45, -0.87, 0.91)  0.212
H (-2.47, 0.84, -2.07)  0.324
H (0.00, -1.83, 2.00)  0.242
C (2.55, 1.29, -0.59)  -0.661
H (-0.91, 0.11, -2.46)  0.400
H (2.48, -1.13, 1.78)  0.398
C (3.00, 0.41, 0.38)  -0.526
H (0.85, 2.09, -1.62)  0.468
H (-2.17, -0.85, -1.72)  0.347
C (0.30, 0.57, -0.21)  0.630
C (0.78, -0.34, 0.73)  0.204
N (-0.25, -1.13, 1.32)  0.023

x) The following is a DFT calculation (ωB97M-V/def2-TZVPD) of the ion C9H11N2 with charge +1.

Calculated values
SMILES string = [NH2+]=C(c1ccccc1)N1CC1
charge = +1
frontier orbital gap = 9.64 eV

Each line ends with the Mulliken charge.
Geometry (Å):
H (2.52, -2.40, -1.18)  0.409
C (1.61, -1.85, -1.38)  -0.651
N (-1.06, 1.99, -0.38)  -0.372
H (-0.92, -1.71, -3.62)  0.409
C (-0.32, -1.46, -2.76)  -0.679
C (0.85, -2.17, -2.50)  -0.416
H (-1.50, 1.48, 2.88)  0.308
H (-1.65, 0.08, -2.12)  0.395
C (1.21, -0.84, -0.53)  -0.376
C (-0.44, 1.43, 2.64)  -0.440
C (-0.39, 0.95, 0.10)  0.631
C (0.04, -0.12, -0.80)  0.625
H (-0.38, -0.81, 2.60)  0.274
H (1.25, -0.02, 2.75)  0.264
H (-1.36, 2.74, 0.22)  0.227
C (-0.72, -0.44, -1.92)  -0.448
C (0.21, 0.09, 2.48)  -0.395
H (-1.18, 2.10, -1.38)  0.240
H (1.16, -2.96, -3.16)  0.406
H (0.15, 2.25, 3.02)  0.251
H (1.82, -0.59, 0.32)  0.394
N (-0.07, 0.92, 1.36)  -0.056

Decreasing stability: w), x)

w) The following is a DFT calculation (ωB97M-V/def2-TZVPD) of a cluster of 9 separate species, C5H27NO9 in total.

Calculated values
SMILES string = CCN(C)CC=O.O.O.O.O.O.O.O.O
frontier orbital gap = 8.77 eV

Each line ends with the Mulliken charge.
Geometry (Å):
H (1.45, -2.29, 4.33)  0.305
H (0.71, -2.64, 2.90)  0.278
O (-0.59, 1.50, 3.44)  -0.667
H (2.32, 3.91, -1.52)  0.319
H (-0.98, 0.69, 3.63)  0.305
N (0.24, 1.34, 0.30)  0.622
H (1.56, 1.82, 2.98)  0.384
O (0.64, -2.44, 3.73)  -0.603
C (-2.18, 1.94, 0.12)  0.291
H (2.33, -4.22, 0.38)  0.264
H (-0.48, -1.48, -4.32)  0.384
H (1.44, -0.54, 0.17)  0.466
H (-1.00, 1.54, -1.68)  0.341
O (2.46, 3.31, -2.23)  -0.645
O (-3.06, 2.65, -0.26)  -0.497
O (1.06, -1.49, -3.23)  -0.704
H (2.95, 2.33, 2.01)  0.328
C (0.57, -0.06, -0.17)  -1.200
C (1.38, 2.13, 0.74)  -0.105
H (1.36, -3.53, -0.42)  0.258
H (2.35, 0.62, 1.72)  0.243
H (-0.63, 2.98, -0.97)  0.274
O (-2.54, -1.98, 1.67)  -0.555
H (1.79, -2.11, -3.45)  0.314
H (-1.59, -0.45, -3.75)  0.317
H (-0.57, 1.45, 2.50)  0.245
H (-2.21, 1.29, 1.00)  0.203
H (-2.10, -2.68, 2.02)  0.278
H (-1.16, -3.23, -1.85)  0.294
H (0.45, -2.18, -2.72)  0.409
H (3.37, 2.94, -1.98)  0.322
O (1.64, -3.65, 0.48)  -0.530
H (-0.35, -0.70, -0.09)  -0.349
C (-0.75, 1.93, -0.72)  -0.810
H (-0.96, -1.81, -1.14)  0.464
H (0.80, -0.04, -1.26)  0.592
H (2.29, 2.24, 0.02)  -0.168
O (-1.47, -1.38, -4.12)  -0.687
H (1.00, 3.23, 0.72)  0.466
C (2.05, 1.63, 1.99)  -1.098
O (-0.49, -2.77, -1.32)  -0.638
H (-3.52, -1.97, 1.70)  0.292

x) The following is a DFT calculation (ωB97M-V/def2-TZVPD) of a cluster of 8 separate species, C5H27NO9 in total.

Calculated values
SMILES string = N[C@H](CO)CCCO.O.O.O.O.O.O.O
frontier orbital gap = 10.31 eV

Each line ends with the Mulliken charge.
Geometry (Å):
H (1.46, 1.61, -0.29)  0.218
H (0.49, -3.63, 0.50)  0.316
C (0.80, -0.20, -2.14)  -0.563
C (0.83, -0.37, -0.65)  0.873
H (0.37, -0.81, 2.91)  0.312
H (-0.44, -2.51, 0.53)  0.336
O (1.84, 0.41, 1.37)  -0.447
H (-0.47, -0.01, 0.88)  -0.059
H (1.81, -0.27, -2.54)  0.473
C (-0.24, -2.47, -2.80)  -0.638
H (-4.21, 0.58, 1.50)  0.307
H (3.01, -1.15, 1.51)  0.348
O (0.42, 2.79, 2.66)  -0.699
O (-1.87, 3.23, 1.63)  -0.589
H (0.44, 0.81, -2.37)  0.036
H (-0.12, 3.36, -2.13)  0.306
H (0.35, -0.78, -4.08)  0.416
H (-1.11, -2.88, -3.33)  0.276
H (-1.05, -0.48, -3.07)  0.317
H (0.32, 2.55, -1.04)  0.136
O (-0.67, -2.74, -1.42)  -0.593
H (-0.24, 3.38, 3.04)  0.300
H (-1.35, 3.32, 0.81)  0.321
H (-0.81, -1.89, -1.00)  0.507
H (-3.08, 1.09, 2.36)  0.321
O (-3.73, 1.40, 1.72)  -0.650
H (2.83, 0.56, -0.44)  0.262
H (-1.02, 0.52, -0.52)  0.233
H (0.60, -3.16, -2.93)  0.354
H (0.04, 1.91, 2.63)  0.308
H (2.18, -2.51, 1.24)  0.350
C (-0.10, -1.02, -3.12)  -0.744
H (1.71, 1.31, 1.74)  0.283
O (0.33, -2.83, 1.02)  -0.684
H (1.21, -1.37, -0.46)  0.426
H (-0.97, -1.37, 2.35)  0.332
C (1.83, 0.62, -0.04)  -0.908
O (-0.51, 2.91, -1.40)  -0.648
H (-2.79, 3.12, 1.34)  0.318
N (-0.53, -0.27, -0.10)  -0.410
O (-0.60, -0.69, 2.92)  -0.656
O (3.05, -2.08, 1.22)  -0.696

Decreasing stability: x), w)

w) The following is a DFT calculation (ωB97M-V/def2-TZVPD) of a cluster of 2 separate species, C3H9NOSi in total.

Calculated values
frontier orbital gap (alpha / beta) = 8.78 / 6.60 eV

Each line ends with the Mulliken charge.
Geometry (Å):
H (4.34, -0.20, -0.68)  0.309
H (-1.62, 2.08, -1.47)  0.276
H (2.87, 0.46, -1.66)  0.125
N (-1.03, 2.08, -0.56)  -0.442
H (2.83, -0.63, 1.38)  0.187
C (2.46, -0.14, 0.38)  -0.296
C (-2.23, -1.70, 0.29)  -0.464
H (-0.17, 2.58, -0.74)  0.246
C (3.31, 0.01, -0.64)  -0.516
H (-3.31, -1.83, 0.53)  0.224
H (-2.06, -2.32, -0.65)  0.217
O (-2.03, -0.27, 0.17)  -0.250
Si (-0.92, 0.86, 0.61)  0.183
H (-1.11, 1.08, 2.15)  -0.038
H (-1.32, -2.05, 0.87)  0.241

x) The following is a DFT calculation (ωB97M-V/def2-TZVPD) of the molecule C3H9NOSi.

Calculated values
SMILES string = CC[Si@@H](C)N=O
frontier orbital gap (alpha / beta) = 8.39 / 8.49 eV

Each line ends with the Mulliken charge.
Geometry (Å):
H (-1.06, -2.73, -0.49)  0.217
C (1.72, 1.18, 0.01)  -1.034
H (0.16, 1.27, 1.54)  0.339
H (-0.48, -0.26, -1.87)  -0.109
Si (-0.69, -0.31, -0.47)  0.438
C (0.28, 1.10, 0.37)  -0.360
H (-0.14, 2.00, -0.15)  0.233
H (0.70, -2.31, 0.23)  0.302
O (-3.36, 0.16, 0.51)  -0.267
H (-0.75, -2.14, 1.19)  0.321
H (2.46, 0.30, 0.03)  0.277
C (-0.38, -2.03, 0.20)  -0.873
H (1.77, 1.33, -1.15)  0.268
N (-2.34, 0.31, -0.44)  -0.040
H (2.12, 2.13, 0.48)  0.288

y) The following is a DFT calculation (ωB97M-V/def2-TZVPD) of the molecule C3H9NOSi.

Calculated values
SMILES string = CN(C)[Si](C)=O
frontier orbital gap = 9.61 eV

Each line ends with the Mulliken charge.
Geometry (Å):
O (1.20, -1.34, -1.52)  -0.654
N (-0.37, -0.49, 0.16)  0.200
H (-1.63, -2.12, 0.72)  0.253
H (-1.24, 1.37, 0.58)  0.285
H (-2.12, -0.01, 1.30)  0.349
H (0.10, -2.38, -0.30)  0.309
C (1.39, 1.77, -1.21)  -1.015
H (-0.75, 0.58, 1.99)  0.367
C (-1.15, 0.37, 1.04)  -0.984
C (-0.52, -1.86, 0.52)  -0.792
Si (0.76, -0.05, -0.90)  0.467
H (1.20, 2.51, -0.40)  0.326
H (-0.12, -2.13, 1.60)  0.253
H (0.81, 1.99, -2.06)  0.322
H (2.46, 1.79, -1.51)  0.314

Decreasing stability: y), x), w)